[1]
Formula: C23H41BCl4N3O26
Source: OMol25
Level of theory: ωB97M-V/def2-TZVPD

Results
2S+1: 1
HOMO: -7.865 eV
molar mass: 928.20 g mol⁻¹
electronic energy: -132986.1791 eV
charge: -1

XYZ file:
```
98
C23H41BCl4N3O26 ωB97M-V/def2-TZVPD
O 1.86322 -1.35775 2.38433
C 1.11838 -0.77745 1.63133
O 0.01802 -0.14764 1.91733
B -0.71093 0.06509 0.67509
O 0.20695 -0.32943 -0.40835
C 1.27096 -0.82468 0.12250
O 2.23120 -1.33245 -0.48483
O -1.15355 1.43872 0.50636
C -2.45064 1.46553 0.53632
O -3.09921 2.49474 0.46415
C -2.95099 0.01046 0.60323
O -1.87521 -0.80316 0.78455
O -4.10182 -0.39034 0.65076
Cl -4.23280 4.37967 -2.39387
C -4.27268 5.40649 -0.97468
C -5.38289 6.50359 -0.99557
Cl -5.47656 7.46378 0.47194
H -3.27847 5.85332 -0.97571
H -4.45000 4.81901 -0.07383
H -6.36536 6.10608 -1.25018
H -5.12440 7.19689 -1.79596
Cl -5.32302 -4.28694 1.93547
C -6.23391 -2.80610 1.56467
C -6.53043 -2.88939 0.06285
Cl -7.25954 -1.36183 -0.44991
H -5.51738 -1.99812 1.71252
H -7.11357 -2.73232 2.20408
H -7.16304 -3.71021 -0.27500
H -5.59136 -3.03324 -0.47152
C -4.60667 -0.53277 -2.75358
N -4.21085 -1.94239 -2.87007
O -3.09591 -2.34140 -2.55172
O -5.02777 -2.70580 -3.34955
H -5.62310 -0.44001 -2.37099
H -4.59878 -0.02263 -3.71680
H -3.88503 -0.02688 -2.11216
C -0.99705 0.61736 -3.51066
N -1.55500 1.66774 -4.41819
O -2.61961 2.16247 -4.06585
O -0.90775 1.98708 -5.41258
H -1.08475 -0.30129 -4.09073
H -1.51978 0.59226 -2.55451
H 0.02364 0.96046 -3.34165
C -1.89275 -4.06245 0.82622
N -1.81440 -4.43453 2.26585
O -2.28989 -5.48716 2.71119
O -1.21118 -3.66734 2.93349
H -0.90591 -3.71654 0.51864
H -2.58779 -3.22282 0.81956
H -2.29125 -4.85175 0.18880
C 5.04837 -1.10459 2.08464
O 6.35789 -0.47178 1.88648
C 6.40782 0.78537 1.39375
O 5.44429 1.48828 1.10194
O 7.67298 1.16809 1.33554
C 7.92171 2.27908 0.41420
H 4.50506 -1.26759 1.15386
H 4.58783 -0.55654 2.90662
H 5.31943 -2.08129 2.48550
H 8.98919 2.45850 0.28613
H 7.50677 3.24710 0.69506
H 7.62772 2.07302 -0.61498
C 5.63636 -0.99943 -1.38519
O 5.72588 -1.39207 -2.78248
C 4.99035 -2.43731 -3.17638
O 4.26722 -3.19373 -2.49755
O 5.26965 -2.60856 -4.44182
C 4.98389 -3.79789 -5.18758
H 6.12266 -1.69005 -0.69624
H 4.58591 -0.93878 -1.10061
H 6.09330 -0.01877 -1.25251
H 5.48386 -4.04151 -6.12501
H 3.92240 -3.82574 -5.43367
H 5.20128 -4.64498 -4.53697
C -0.44783 4.54861 -3.27814
O 0.19647 3.55455 -2.47321
C 1.46454 3.21541 -2.80014
O 2.19681 3.55138 -3.69543
O 1.78236 2.31581 -1.79958
C 2.99254 1.56285 -1.89354
H -0.40194 5.50034 -2.74879
H -1.49010 4.33460 -3.51471
H 0.11209 4.71200 -4.19895
H 3.00271 0.96791 -0.98028
H 3.86362 2.21473 -1.95979
H 3.05631 0.93320 -2.78100
C 0.64284 0.15523 5.15773
O -0.03627 0.09642 6.41878
C -0.32875 -1.03513 7.00708
O -0.03615 -2.15316 6.54173
O -0.98064 -0.68017 8.19251
C -1.43908 -1.61484 9.09047
H -0.00363 -0.07892 4.31194
H 1.47871 -0.54108 5.22532
H 1.10963 1.11759 4.94777
H -0.65116 -2.29935 9.40468
H -2.11664 -2.29089 8.56896
H -1.98788 -1.17011 9.92061
```


[2]
Formula: C23H41ClP2Ru
Source: OMol25
Level of theory: ωB97M-V/def2-TZVPD

Results
energy above the lowest of the compared OMol25 structures with the same formula, charge and spin: 7.56 kcal/mol
2S+1: 6
HOMO (alpha / beta): -8.282 / -10.591 eV
molar mass: 516.05 g mol⁻¹
electronic energy: -58187.8877 eV
charge: +1

XYZ file:
```
68
C23H41ClP2Ru ωB97M-V/def2-TZVPD
Ru 0.66988 -1.38421 -2.93100
C 0.83899 0.63017 -1.20116
C 1.05578 1.07265 -2.54626
C -1.03309 0.04637 -2.46565
C -0.39687 -0.09737 -1.17190
C -0.12951 0.78962 -3.30803
C 1.71192 0.91505 -0.04540
H 2.76969 0.75280 -0.28874
H 1.44813 0.28849 0.81413
H 1.62007 1.96472 0.27501
C -1.01888 -0.71446 0.01636
H -0.27938 -1.26832 0.60729
H -1.81229 -1.40771 -0.28236
H -1.46405 0.04870 0.66859
C -2.44350 -0.27720 -2.78170
H -3.06358 0.62961 -2.81463
H -2.86780 -0.94288 -2.02891
H -2.51804 -0.76749 -3.75748
C -0.42173 1.30325 -4.65700
H 0.23443 2.15102 -4.88819
H -1.46813 1.62499 -4.72005
H -0.26160 0.52698 -5.41497
C 2.25357 1.74127 -3.10128
H 2.08226 2.81448 -3.26537
H 2.50513 1.30194 -4.07843
H 3.12314 1.63182 -2.44333
C 2.24294 -1.65968 3.29476
C 3.36851 -0.83630 3.65987
C 4.72045 -1.09494 3.17740
C 4.82938 -2.06650 1.96750
C 3.59047 -1.87689 1.09842
C 2.35813 -2.29551 1.85785
C 2.36642 -3.70641 2.47088
C 2.17572 -3.11689 3.86466
H 5.35720 -1.47176 3.99573
H 4.92382 -3.09433 2.33539
H 5.15609 -0.12727 2.86920
H 2.97383 -3.36414 4.57664
H 1.28215 -1.13784 3.45687
H 3.21313 -0.07672 4.42587
H 1.19110 -3.34591 4.28872
H 1.52413 -4.31700 2.13152
H 1.42236 -2.12088 1.30635
H 3.29638 -4.26604 2.32891
H 5.73912 -1.85455 1.39576
H 3.50128 -0.79930 0.89956
P 3.36470 -2.49541 -0.74194
C 4.81704 -3.60178 -0.88868
C 3.72341 -1.15296 -1.86931
P 1.27616 -3.32281 -2.74138
C 1.98291 -3.60538 -1.06500
C 2.57982 -3.42606 -4.01810
C 0.24591 -4.78666 -3.04477
H 4.49817 -4.65168 -0.90995
H 5.46993 -3.45029 -0.02148
H 5.36930 -3.37146 -1.80345
H 4.31508 -1.50285 -2.72546
H 4.29012 -0.37784 -1.33770
H 2.78504 -0.71384 -2.26428
H 0.67791 -5.66323 -2.53702
H 0.18971 -4.95282 -4.12988
H -0.75835 -4.58204 -2.65087
H 1.16720 -3.42336 -0.34709
H 2.29682 -4.65901 -0.97256
H 2.69332 -2.43002 -4.47837
H 2.22909 -4.11485 -4.78846
H 3.53543 -3.76059 -3.60358
Cl -0.34810 -2.04713 -4.90858
```


[3]
Formula: C23H41F5IrOP2Te
Source: OMol25
Level of theory: ωB97M-V/def2-TZVPD

Results
energy above the lowest of the compared OMol25 structures with the same formula, charge and spin: 22.22 kcal/mol
2S+1: 5
HOMO (alpha / beta): -10.155 / -11.515 eV
molar mass: 810.34 g mol⁻¹
electronic energy: -68848.6218 eV
charge: +1

XYZ file:
```
74
C23H41F5IrOP2Te ωB97M-V/def2-TZVPD
Ir 1.36671 -2.13858 0.18567
C -0.68612 -1.56145 2.08030
C -0.20617 -2.66966 1.23478
C 1.29308 -2.26120 3.05238
C 0.20528 -1.38283 3.14440
C 1.09344 -3.14179 1.91588
C -1.93833 -0.80501 1.87952
H -2.54496 -1.21366 1.06591
H -1.71159 0.24798 1.63941
H -2.54665 -0.79981 2.79595
C 0.03433 -0.40023 4.24432
H -1.01091 -0.08879 4.33638
H 0.64723 0.49860 4.08819
H 0.35301 -0.84591 5.19400
C 2.39643 -2.35961 4.02175
H 2.01191 -2.58640 5.02632
H 2.94851 -1.41055 4.08630
H 3.10028 -3.13948 3.72082
C 1.59436 -4.53326 1.82303
H 0.79676 -5.24707 2.06653
H 2.43132 -4.66903 2.51708
H 1.95152 -4.72774 0.80414
C -1.10228 -3.66314 0.59127
H -1.29352 -4.50372 1.27215
H -0.62518 -4.04879 -0.31340
H -2.04482 -3.18456 0.31386
C -2.62019 3.74942 0.76625
C -3.66768 3.12210 0.21351
C -3.99495 2.96938 -1.24330
C -3.19946 1.87820 -2.03063
C -1.99466 1.36255 -1.30208
C -0.93258 2.23821 -0.94831
C -1.01241 3.69575 -1.23140
C -1.47287 4.41599 0.05774
H -3.91487 3.93895 -1.76673
H -2.92170 2.29179 -3.00805
H -5.05581 2.67708 -1.29968
H -1.67992 5.47318 -0.18122
H -2.63503 3.92850 1.85208
H -4.43933 2.71123 0.87802
H -0.61539 4.40523 0.74726
H -0.00578 4.05425 -1.48227
H -0.39581 2.03600 -0.01652
H -1.66247 3.93870 -2.08390
H -3.85180 1.01381 -2.23660
H -2.23580 0.53665 -0.62333
P -0.20085 0.56627 -2.09207
C -0.07897 1.63457 -3.61246
C -1.11313 -0.82056 -2.79926
P 2.43911 -1.25175 -1.61442
C 1.63588 0.34040 -1.98593
C 1.58243 -2.76232 -2.24090
C 3.92378 -1.31617 -2.68650
H 0.35537 2.61419 -3.34983
H -1.02651 1.80009 -4.14379
H 0.60453 1.12764 -4.30815
H -0.48917 -1.39353 -3.48673
H -1.96356 -0.43143 -3.36778
H -1.49067 -1.46550 -2.00015
H 3.71119 -0.82067 -3.64484
H 4.19682 -2.36968 -2.85409
H 4.74243 -0.79469 -2.17291
H 2.01227 1.10757 -1.27800
H 2.06490 0.60603 -2.96866
H 2.36066 -3.48456 -2.50804
H 1.01789 -2.47985 -3.13489
H 0.88455 -3.28024 -1.53357
F 4.02080 3.29709 1.91543
Te 2.58241 2.00377 1.61899
F 2.36626 2.61236 -0.28344
F 2.38434 1.79313 3.57043
F 0.79778 1.07047 1.40859
F 1.40079 3.47267 1.86165
O 3.07356 -1.17657 -0.15648
```


Which formula does entry 1 have?
C23H41BCl4N3O26


Which value of electronic energy does entry 3 give?
-68848.6218 eV


The highest electronic energy belongs to which entry?
C23H41ClP2Ru


Among the records above, which one has the highest electronic energy?
C23H41ClP2Ru